A single C16H19N5OS molecule in a non-equilibrium geometry. Source: the OMol25 dataset; level of theory: the ωB97M-V functional and the def2-TZVPD basis.

Each line ends with the Löwdin charge.
Positions of all 42 atoms, in Å:
C1 3.99 2.70 0.66  -0.11
C2 3.54 1.45 -0.08  -0.23
H1 2.74 1.69 -0.79  0.10
H2 4.38 1.04 -0.65  0.12
C3 3.05 0.38 0.90  -0.15
N1 2.79 -0.87 0.24  -0.07
C4 1.75 -1.25 -0.56  -0.37
N2 1.99 -2.49 -0.96  0.05
N3 3.15 -2.84 -0.41  -0.06
N4 3.64 -1.91 0.29  0.02
N5 0.72 -0.46 -0.93  0.09
H3 0.53 0.32 -0.32  0.11
C5 -0.44 -1.08 -1.55  -0.11
C6 -1.42 -1.58 -0.52  -0.13
C7 -1.12 -2.70 0.24  -0.02
C8 -1.97 -3.13 1.24  -0.08
C9 -3.15 -2.45 1.47  -0.08
C10 -3.48 -1.34 0.71  -0.02
C11 -2.62 -0.90 -0.29  -0.24
O1 -2.94 0.16 -1.11  -0.06
C12 -3.21 1.40 -0.47  -0.20
C13 -1.96 1.98 0.10  -0.51
C14 -1.38 1.71 1.30  -0.13
C15 -0.15 2.39 1.49  -0.20
C16 0.19 3.16 0.43  -0.42
S1 -0.98 3.07 -0.83  1.06
H4 1.04 3.78 0.30  0.06
H5 0.43 2.32 2.39  0.10
H6 -1.81 1.05 2.03  0.12
H7 -3.96 1.28 0.33  0.12
H8 -3.62 2.04 -1.25  0.13
H9 -4.42 -0.83 0.88  0.11
H10 -3.83 -2.78 2.24  0.10
H11 -1.72 -4.00 1.83  0.10
H12 -0.19 -3.23 0.04  0.10
H13 -0.07 -1.90 -2.16  0.12
H14 -0.92 -0.33 -2.19  0.12
H15 3.82 0.18 1.65  0.13
H16 2.14 0.72 1.41  0.11
H17 4.84 2.48 1.31  0.08
H18 4.29 3.47 -0.05  0.07
H19 3.18 3.09 1.28  0.06

Gap between HOMO and LUMO, eV: 9.124
Strongest force on any atom, eV/Å: 1.63
SMILES: CCCn1nnnc1NCc1ccccc1OCc1cccs1

***

2 unconnected molecules or ions with the total composition C16H19NO4 in a non-equilibrium geometry. Source: the OMol25 dataset; level of theory: the ωB97M-V functional and the def2-TZVPD basis.

Each line ends with the Löwdin charge.
Positions of all 40 atoms, in Å:
C1 4.56 -1.08 1.36  -0.05
C2 3.26 -0.67 0.71  -0.28
C3 3.18 -0.14 -0.57  -0.02
C4 1.97 0.26 -1.12  0.00
C5 0.79 0.12 -0.41  -0.18
C6 -0.56 0.57 -1.00  -0.04
C7 -1.62 0.43 0.03  -0.16
N1 -1.75 1.47 0.85  0.18
C8 -2.63 1.49 1.87  -0.02
C9 -3.42 0.40 2.09  -0.02
C10 -3.33 -0.69 1.24  0.03
C11 -2.42 -0.71 0.19  -0.14
C12 -2.34 -1.92 -0.69  -0.09
C13 -1.57 -3.06 0.01  -0.24
O1 -0.27 -3.15 -0.54  -0.05
C14 0.87 -0.44 0.86  -0.06
C15 2.08 -0.83 1.43  -0.05
H1 5.42 -0.87 0.72  0.07
H2 4.52 -2.13 1.62  0.08
H3 4.64 -0.55 2.30  0.08
H4 4.09 -0.03 -1.15  0.11
H5 1.96 0.68 -2.12  0.11
H6 -0.44 1.64 -1.24  0.11
H7 -0.77 0.08 -1.94  0.14
H8 -1.14 2.27 0.67  0.20
H9 -2.68 2.37 2.49  0.14
H10 -4.11 0.41 2.93  0.12
H11 -3.95 -1.57 1.39  0.14
H12 -1.79 -1.72 -1.61  0.12
H13 -3.34 -2.24 -1.00  0.12
H14 -1.49 -2.82 1.07  0.11
H15 -2.12 -4.00 -0.05  0.12
H16 0.35 -3.25 0.19  0.08
H17 -0.01 -0.60 1.48  0.10
H18 2.09 -1.25 2.43  0.11
C16 0.37 3.92 -2.72  -0.83
O2 -0.34 4.47 -1.84  -0.09
O3 0.83 4.79 -3.72  0.02
O4 0.71 2.73 -2.81  -0.05
H19 0.42 5.60 -3.39  0.08

Gap between HOMO and LUMO, eV: 5.778
Strongest force on any atom, eV/Å: 1.34